1.
C5H12N | the ωB97M-V functional and the def2-TZVPD basis

Structure (ORCA input):
```
! RIJCOSX wB97M-V def2-TZVPD def2/J DEFGRID3
* xyz 2 2
N -1.0138 -2.8169 -2.0989
C 1.2543 1.4875 -0.0248
C -1.0518 -1.3045 1.1572
C 0.3115 2.6834 0.0845
C -0.4653 -0.0449 1.0196
C 0.8915 0.3493 1.0284
H -1.0752 -2.1485 -1.3241
H 1.1732 0.7538 2.0185
H -0.4195 -2.1900 1.0905
H -0.6990 2.2953 0.1798
H 1.5232 -0.5390 0.8958
H -2.0954 -1.4739 1.4108
H 0.3253 3.3159 -0.8015
H 1.1902 1.0087 -0.9992
H 2.2974 1.7489 0.1474
H -1.0918 -3.8080 -1.8098
H 0.4962 3.2823 0.9757
H -1.5509 -2.5994 -2.9500
*
```

Summary:
E_HOMO (spin up / spin down): -18.7 / -19.2 eV
E_LUMO (spin up / spin down): -13.867 / -12.691 eV
Expectation value of S²: 1.757



2.
C9H15FN2O | the ωB97M-V functional and the def2-TZVPD basis

Structure (ORCA input):
```
! RIJCOSX wB97M-V def2-TZVPD def2/J DEFGRID3
* xyz 0 1
F 1.3786 1.5792 -0.0178
O 3.6252 0.4437 0.0235
N 2.5489 -0.3802 -0.2432
N -2.0552 0.7364 -0.9129
C -1.8295 1.5527 0.2925
C -2.7904 -0.4831 -0.5410
C -0.6980 -0.6019 0.8225
C -0.7705 0.3720 -1.4806
C 1.4444 0.2529 -0.2336
C 4.8034 -0.3409 0.0045
C -1.1100 0.7614 1.4002
C 0.1236 -0.4127 -0.4801
C -1.9787 -1.3601 0.4528
H -1.7118 -2.3333 0.0035
H -1.2416 2.4441 -0.0119
H -0.1170 -1.1897 1.5473
H 4.9660 -0.8171 -0.9914
H -0.2065 1.2839 1.7825
H 0.3821 -1.3944 -0.8679
H -0.2851 1.2925 -1.8204
H 5.6106 0.3323 0.1802
H -1.7638 0.5828 2.2808
H 4.7579 -1.1476 0.7529
H -2.5596 -1.5768 1.3424
H -3.7476 -0.2195 -0.0769
H -0.9545 -0.2332 -2.3948
H -2.8116 1.9152 0.6089
H -3.0092 -1.0586 -1.4218
*
```

Summary:
E_HOMO: -8.6 eV
Structure (SMILES): CO/N=C(\F)[C@@H]1CN2CCC1CC2
E_LUMO: 0.959 eV



3.
C25H30GeN5Ru | the ωB97M-V functional and the def2-TZVPD basis

Structure (ORCA input):
```
! RIJCOSX wB97M-V def2-TZVPD def2/J DEFGRID3
* xyz 0 2
Ru -0.3165 0.9557 -0.0605
Ge -3.1876 -1.1314 -0.2568
N 3.3899 2.7700 -1.5430
N 0.2717 0.9204 -2.3527
N 2.0973 1.3488 -0.4295
N -0.5538 -2.6118 -1.5381
N 0.1523 -0.9884 -0.0458
C -0.4554 -1.1591 -1.3367
C 3.9255 2.7017 -0.2595
C -0.0032 2.5018 1.7574
C -3.7746 -2.5996 -1.4077
C -1.4254 3.0210 0.0378
C 3.3816 1.4578 1.7413
C 4.4665 2.0609 2.3458
C -1.6640 -0.2579 -1.1341
C -0.2020 -4.5360 0.0550
C 2.3087 1.9428 -1.5600
C 0.7246 -2.5550 1.8237
C -1.1709 1.7228 1.9060
C -4.7491 0.0544 -0.1677
C 3.1081 1.8025 0.4204
C 1.4331 1.7163 -2.7484
C -0.1747 -3.2216 -0.3177
C 5.0196 3.3191 0.3375
C 0.2823 -2.2097 0.5648
C -2.8776 -1.8123 1.5284
C 5.2705 2.9842 1.6541
C 0.2464 -4.8868 1.3491
C -0.1588 3.2768 0.5929
C 0.4804 -0.5499 -2.4020
C 0.7017 -3.9118 2.2070
C -2.0587 2.0772 0.8551
H -0.5194 1.1552 -2.9316
H 1.0990 2.6802 -3.1392
H -2.0193 0.2147 -2.0609
H -0.5661 -5.2967 -0.6272
H 5.6475 4.0213 -0.1958
H 4.7107 1.8165 3.3713
H 6.1113 3.4372 2.1629
H 0.8485 2.4946 2.4171
H -5.6402 -0.5531 0.0076
H -3.7806 -2.3239 1.8709
H 2.7613 0.7359 2.2568
H 0.2313 -5.9235 1.6593
H -2.0445 -2.5112 1.5583
H -1.2860 -3.0045 -2.1025
H -1.8654 3.5100 -0.8171
H 2.0149 1.2273 -3.5373
H -3.0599 1.7175 0.7402
H 0.3228 -0.9820 -3.3951
H 1.0408 -4.1875 3.1987
H -4.8927 0.6031 -1.1018
H -3.6145 -2.3705 -2.4643
H 0.5697 3.9805 0.2158
H -3.2413 -3.5201 -1.1613
H 1.5027 -0.7547 -2.0902
H 1.0570 -1.7859 2.5120
H -1.3946 1.0693 2.7335
H -4.8428 -2.7753 -1.2610
H -4.6863 0.7676 0.6496
H -2.6606 -0.9914 2.2156
H 3.7089 3.3465 -2.3009
*
```

Summary:
E_HOMO (spin up / spin down): -5.8 / -5.8 eV
E_LUMO (spin up / spin down): 0.196 / 0.191 eV
Expectation value of S²: 0.759



4.
C12H17N | the ωB97M-V functional and the def2-TZVPD basis

Structure (ORCA input):
```
! RIJCOSX wB97M-V def2-TZVPD def2/J DEFGRID3
* xyz 0 1
N -1.4782 -1.8807 -0.6110
C 1.3026 -1.3538 2.4183
C -1.3236 2.1279 -1.2936
C 0.6104 -1.3626 0.0867
C -0.6656 -1.4710 -1.7050
C 0.5759 -1.0955 -1.3021
C -0.8959 -2.1751 1.8736
C -0.6588 -1.7356 0.5496
C -0.0070 -1.7352 2.8016
C -0.7828 1.8119 0.0977
C 1.6428 -1.3197 1.0917
C -0.0155 3.0486 0.6200
C 1.7725 -0.7693 -2.1692
H -0.7225 3.8840 0.7424
H -1.8188 -2.7095 2.0359
H 2.6051 -1.0451 0.6923
H 2.6636 -1.0870 -1.6409
H 0.4399 2.7627 1.5586
H 1.8714 0.2703 -2.5090
H 2.0890 -1.2521 3.1590
H 0.6687 3.6280 -0.0173
H -0.4692 2.5357 -1.8483
H -2.3495 -1.3594 -0.5370
H -1.5550 1.5825 0.8432
H -2.0908 2.8918 -1.2663
H -0.2870 -1.6695 3.8488
H -1.6295 1.2488 -1.8627
H 1.6605 -1.3101 -3.1138
H -1.1566 -1.4924 -2.6678
H 0.0036 1.0312 0.1246
*
```

Summary:
E_HOMO: -8.0 eV
Structure (SMILES): Cc1c[nH]c2ccccc12.CCC
E_LUMO: 0.956 eV



We obtain energy relative to the best compared isomer or geometry (same formula, charge and spin) values of 134.8 0.0 30.6 31.9 kcal per mole for the records listed above, in that order.
We obtain E values of -251.50568 -636.48156 -3416.18436 -522.16943 Ha for the records listed above, in that order.